# C44H43N4O4PSSiY

C44H43N4O4PSSiY as an isolated structure (wB97M-V/def2-TZVPD, the Open Molecules 2025 dataset).

Calculated values
Energy above the lowest of the compared OMol25 structures with the same formula, charge and spin, eV: 1.060
Frontier orbital gap (alpha / beta), eV: 3.296 / 5.928
Energy, Ha: -3290.0165
Maximum force, eV Å⁻¹: 2.491
2S+1: 2
E_LUMO (alpha / beta), eV: 4.038 / 4.038
Charge: -2
Molar mass, g/mol: 871.9

Geometry as XYZ:
```
99
Properties=species:S:1:pos:R:3:forces:R:3:mulliken_charge:R:1
Y 0.612 1.202 -0.107 -2.136 1.237 -0.334 -0.549
S 1.723 -1.054 2.353 0.064 0.041 -0.301 -0.317
P 0.065 -1.487 -1.487 0.236 -0.194 -0.699 1.697
Si -1.893 -2.272 3.371 -0.069 -0.277 0.081 0.076
O -0.202 2.684 -4.308 0.095 -0.114 0.462 -0.827
O -2.602 3.291 2.334 0.366 -0.222 -0.275 -0.840
O -1.052 1.841 1.560 -0.017 0.069 -0.243 -0.140
O 0.588 1.605 -2.489 -0.023 0.173 0.443 -0.251
N -1.041 2.806 -0.845 0.645 -0.061 0.167 0.951
N 0.300 0.656 3.713 -0.112 0.139 -0.219 0.563
N 1.972 2.164 1.545 0.335 0.192 0.088 1.459
N 2.090 2.145 2.865 -0.005 0.455 0.238 -0.775
C -1.190 -5.970 -1.503 0.059 0.004 0.022 -0.689
C 1.695 2.020 5.157 -0.016 0.034 -0.331 -1.398
C -2.422 5.156 -1.556 0.105 -0.170 0.029 -0.776
C -1.687 4.415 -2.524 -0.305 0.289 0.341 -0.282
C -2.784 -3.307 2.093 -0.065 -0.139 -0.263 -0.886
C 2.768 3.455 -0.358 0.009 -0.165 0.307 -0.111
C 1.593 -1.487 -2.485 0.041 0.038 0.141 0.131
C -1.525 -0.354 -3.749 -0.060 0.004 -0.081 0.500
C -3.611 0.037 -1.882 -0.061 -0.025 -0.030 -0.757
C 3.677 -0.392 -2.979 -0.053 -0.108 -0.189 -0.877
C 3.790 3.861 1.767 -0.120 -0.123 -0.130 -0.908
C 1.688 -3.858 -0.204 -0.018 -0.034 -0.095 -0.847
C 3.588 4.412 -0.932 -0.089 -0.075 -0.155 -1.069
C -3.233 -1.605 4.503 -0.079 0.294 0.150 -1.192
C -0.720 -3.304 4.395 0.214 -0.102 -0.010 -1.104
C -0.167 2.493 -3.083 0.221 -0.255 -0.091 -0.292
C -1.987 -5.024 -2.122 -0.025 -0.006 -0.011 -0.880
C 0.760 1.972 6.114 -0.258 -0.090 0.142 -0.305
C -1.013 -0.936 2.387 -0.414 0.324 0.189 1.917
C 0.293 -0.376 2.834 0.164 -0.185 0.514 0.002
C -0.454 -0.419 -4.809 -0.019 -0.062 0.177 -1.357
C -0.008 -5.569 -0.893 0.024 0.119 0.011 -0.910
C 0.404 -4.237 -0.893 -0.013 0.002 -0.070 0.890
C -0.552 1.425 5.798 0.325 0.133 0.328 -0.801
C -2.470 4.655 -0.228 0.012 0.134 -0.505 -0.498
C 2.867 -2.151 -4.428 0.096 0.017 -0.047 -0.642
C 3.794 -1.145 -4.131 -0.096 0.043 0.142 -0.719
C 1.412 1.581 3.789 -0.010 -0.182 0.499 0.293
C -1.591 -3.691 -2.141 -0.012 -0.030 -0.083 -1.107
C 1.770 -2.304 -3.602 -0.052 0.069 0.051 -0.548
C 4.516 5.110 -0.175 -0.013 -0.015 0.069 -0.563
C 2.841 3.138 1.012 0.282 0.201 -0.096 0.257
C 2.604 0.006 -0.737 0.523 -0.357 -0.668 -1.181
C -2.391 -0.490 -1.496 0.021 0.000 -0.070 -0.560
C -1.350 -0.728 -2.404 -0.106 0.079 0.178 1.105
C 4.601 4.820 1.181 -0.012 -0.016 0.046 -0.546
C -0.401 -3.275 -1.546 -0.100 -0.081 0.425 1.026
C -1.803 3.506 0.090 0.237 -0.394 -0.385 -0.005
C -1.846 2.874 1.443 0.058 -0.316 0.085 -0.268
C -3.807 0.349 -3.216 0.042 -0.043 -0.080 -0.905
C 2.620 -0.598 -2.065 0.003 -0.189 0.227 0.922
C -1.020 3.285 -2.148 -0.062 -0.180 0.580 0.204
C -0.745 0.812 4.632 -0.205 -0.065 -0.398 -0.260
C -2.770 0.163 -4.120 0.056 -0.010 0.070 -0.837
H -3.799 -0.806 4.005 0.048 -0.135 0.089 0.396
H -3.320 -4.153 2.541 0.082 0.100 -0.038 0.400
H -1.619 4.720 -3.562 -0.017 0.014 0.049 0.479
H 2.064 2.956 -1.016 -0.010 0.066 -0.220 1.224
H 4.430 0.349 -2.732 0.001 -0.042 0.008 0.411
H -3.526 -2.684 1.574 0.111 -0.099 0.046 0.281
H -0.247 -1.446 -5.119 -0.009 0.004 0.041 0.320
H 5.145 5.868 -0.627 0.007 -0.023 0.007 0.358
H 0.960 2.368 7.102 -0.033 -0.010 -0.017 0.364
H -2.924 6.081 -1.823 0.019 -0.079 0.011 0.364
H -3.932 -2.408 4.758 0.033 0.024 -0.033 0.406
H 3.492 4.610 -1.994 -0.044 -0.014 0.037 0.429
H 2.150 -4.728 0.269 -0.058 0.016 -0.038 0.513
H -1.372 1.493 6.499 -0.002 0.037 -0.016 0.408
H -0.771 0.156 -5.678 -0.007 -0.008 0.023 0.527
H 5.316 5.357 1.800 -0.051 -0.053 -0.003 0.347
H -1.686 0.347 4.375 0.131 0.248 -0.113 0.536
H -3.019 5.153 0.562 -0.035 -0.003 -0.037 0.487
H 0.466 0.030 -4.437 -0.016 -0.003 -0.008 0.083
H 2.400 -3.427 -0.912 -0.017 -0.012 0.002 0.151
H -2.222 -2.961 -2.633 0.012 -0.031 0.042 0.505
H -1.273 -4.023 5.010 0.059 0.066 -0.062 0.375
H -0.018 -3.856 3.756 -0.090 0.109 0.121 0.288
H -1.479 -7.016 -1.495 -0.018 0.040 0.045 0.350
H 2.526 -0.771 0.029 -0.010 0.075 -0.138 -0.061
H 2.650 2.502 5.316 0.050 -0.064 -0.014 0.410
H -2.908 0.458 -5.154 0.023 0.027 0.042 0.340
H -0.835 -1.403 1.420 0.034 -0.074 -0.133 -1.476
H 1.518 -3.106 0.566 -0.033 0.102 0.041 -0.117
H -4.752 0.762 -3.552 0.077 0.028 0.025 0.285
H -1.725 -0.105 2.244 0.196 -0.146 -0.071 0.194
H -2.838 -1.197 5.440 -0.048 -0.068 -0.115 0.297
H 3.498 0.600 -0.545 0.088 0.019 0.016 0.507
H 3.864 3.654 2.821 0.029 -0.005 0.091 0.365
H -2.926 -5.316 -2.579 0.051 0.034 -0.042 0.412
H 0.611 -6.302 -0.385 0.002 0.024 -0.050 0.349
H -2.232 -0.718 -0.446 -0.014 0.001 0.022 0.234
H -4.386 0.224 -1.148 0.053 0.001 0.007 0.430
H 2.990 -2.775 -5.306 -0.004 0.007 0.022 0.342
H 1.025 -3.058 -3.836 -0.046 0.049 -0.017 0.484
H -0.129 -2.661 5.059 -0.060 -0.094 -0.079 0.351
H 4.637 -0.981 -4.793 0.016 0.020 -0.017 0.346
H -2.097 -3.698 1.329 -0.107 0.042 0.130 0.095
```
Positions in Å, forces in eV/Å.

# C12H24N4O2

One molecule with the formula C12H24N4O2 (wB97M-V/def2-TZVPD, the Open Molecules 2025 dataset).

Calculated values
SMILES string: CCCNC(=O)N1CCN(C(=O)NCCC)CC1
Frontier orbital gap, eV: 9.503
Energy, Ha: -841.2123
Maximum force, eV Å⁻¹: 0.570
E_LUMO, eV: 0.770
Molar mass, g/mol: 256.3

Geometry as XYZ:
```
42
Properties=species:S:1:pos:R:3:forces:R:3:nbo_charge:R:1
O -0.326 0.020 -1.403 0.009 -0.278 -0.420 -0.701
O 2.381 -0.271 1.861 -0.140 -0.187 0.396 -0.675
N -1.410 0.536 0.518 -0.134 0.058 0.332 -0.631
N 0.084 2.038 -0.433 -0.071 0.034 -0.222 -0.458
N 2.415 1.199 0.152 0.011 0.198 0.062 -0.454
N 2.296 -1.089 -0.265 -0.130 -0.193 -0.289 -0.655
C 2.048 2.289 1.023 0.004 -0.085 0.212 -0.244
C 1.016 2.298 -1.515 -0.106 -0.115 -0.158 -0.239
C 2.325 -0.081 0.658 0.383 0.136 -0.199 0.794
C 0.542 2.620 0.816 0.015 0.144 0.159 -0.227
C -4.460 0.674 0.762 0.072 -0.180 -0.193 -0.611
C -0.533 0.798 -0.485 -0.092 0.512 0.231 0.802
C 2.300 -2.461 0.201 -0.049 -0.182 0.326 -0.215
C 2.362 1.582 -1.239 0.043 -0.042 -0.143 -0.228
C -3.664 -0.293 -0.109 0.166 0.038 0.216 -0.404
C 0.903 -3.063 0.374 0.197 0.071 -0.201 -0.406
C -2.284 -0.614 0.471 -0.160 -0.222 -0.236 -0.219
C 0.187 -3.265 -0.957 0.068 0.021 0.207 -0.628
H 2.820 -2.460 1.162 0.007 -0.070 -0.174 0.231
H 0.318 -2.404 1.018 0.002 -0.007 0.112 0.205
H 1.008 -4.024 0.882 -0.018 0.001 0.072 0.201
H -0.002 -2.313 -1.447 -0.071 0.040 -0.084 0.226
H 0.387 3.703 0.774 -0.016 -0.085 0.110 0.196
H -1.707 1.293 1.111 0.124 0.034 -0.113 0.391
H 1.738 -0.933 -1.093 0.043 0.180 0.046 0.409
H 1.150 3.380 -1.575 0.001 -0.033 -0.011 0.195
H -3.535 0.129 -1.107 0.005 -0.079 -0.066 0.207
H -1.791 -1.358 -0.156 -0.019 -0.005 0.163 0.234
H 2.239 1.978 2.050 0.005 0.154 -0.109 0.256
H -0.034 2.216 1.647 0.035 0.063 -0.029 0.208
H 0.568 1.939 -2.441 0.116 0.132 0.043 0.240
H -4.557 0.285 1.773 -0.048 0.001 0.137 0.201
H -4.216 -1.229 -0.207 -0.010 -0.038 -0.067 0.205
H 0.789 -3.883 -1.621 0.030 -0.110 -0.101 0.198
H 2.874 -3.056 -0.517 -0.015 -0.033 0.099 0.184
H 3.198 2.265 -1.437 -0.059 -0.083 -0.066 0.194
H -2.385 -1.010 1.487 0.006 -0.062 -0.074 0.191
H -5.457 0.815 0.353 -0.093 0.094 0.034 0.217
H 2.673 3.153 0.783 -0.018 -0.021 0.021 0.190
H -0.768 -3.763 -0.801 -0.114 -0.033 -0.082 0.207
H 2.483 0.710 -1.876 0.021 0.096 0.020 0.221
H -3.978 1.649 0.809 0.001 0.137 0.039 0.195
```
Positions in Å, forces in eV/Å.

Q: Which value of molar mass does entry 1 give?
A: 871.9 g/mol